Below is a 7-piece molecular cluster, C44H57F19NO19 overall at a distorted geometry, with properties calculated with ωB97M-V/def2-TZVPD.

```
140
Properties=species:S:1:pos:R:3:lowdin_charge:R:1
C 1.71349 4.73830 -2.74599 -0.095
C 1.26204 3.62432 -3.86018 -0.176
N 0.21547 2.62937 -3.37461 -0.042
C -0.98746 3.19678 -2.65256 0.102
C -2.26906 2.30579 -2.08179 -0.012
C -3.49918 3.11838 -1.36765 -0.138
C -3.91134 2.59336 0.12888 -0.201
O -5.27719 2.01259 0.02040 -0.150
C -2.20560 0.68580 -2.32441 0.089
C -3.40632 -0.31698 -1.83446 -0.182
O -3.64727 -0.54480 -0.51314 0.016
O -4.28321 -1.10232 -2.75747 -0.109
C -5.53738 -0.38969 -3.03499 -0.092
C -6.67141 -0.77582 -1.70997 -0.098
C -7.67501 -2.14796 -2.02109 -0.061
O -8.17808 -0.57672 -2.03445 -0.201
C -0.86992 0.07708 -3.12680 0.032
C -0.80486 -1.53178 -3.42845 -0.149
C 0.20042 -2.38720 -2.45832 -0.194
C 0.04968 -2.08289 -0.85489 -0.152
C 1.43988 -2.50282 -0.02467 -0.173
O 1.94115 -1.41873 0.83800 -0.128
C 2.68827 -0.40388 0.07650 -0.137
O 3.74519 -0.63192 -0.71629 -0.050
C 0.33809 1.11406 -3.63896 0.020
C 1.58758 0.42631 -4.45110 -0.023
C 1.08763 0.31370 -6.04194 -0.148
O 0.52618 1.33164 -6.69909 0.033
F 1.27765 -1.00267 -6.75188 -0.031
H 1.40882 5.80390 -3.14950 0.105
H 1.23405 4.60854 -1.68630 0.051
H 2.89182 4.78276 -2.59070 0.112
H 2.23287 3.13592 -4.29358 0.129
H 0.74969 4.19743 -4.77336 0.158
H -1.04001 4.37817 -2.48785 0.159
H -4.41964 3.21101 -2.11975 0.142
H -3.11743 4.24104 -1.22863 0.128
H -4.00888 3.53726 0.84918 0.141
H -3.12947 1.84352 0.60867 0.143
H -5.83277 2.60871 -0.57261 0.109
H -6.08679 -0.73740 -4.00876 0.148
H -5.45828 0.77662 -3.05901 0.129
H -6.25504 -0.61090 -0.53621 0.170
H -6.87641 -2.41952 -2.86959 0.056
H -8.54558 -2.24143 -2.77009 0.130
H -1.86512 -2.07224 -3.37105 0.139
H -0.45343 -1.67133 -4.55815 0.129
H -0.07047 -3.53710 -2.62986 0.143
H 1.34290 -2.29418 -2.72082 0.103
H -0.84131 -2.76302 -0.45433 0.129
H -0.17737 -0.95987 -0.61803 0.109
H 2.31378 -2.81481 -0.76318 0.132
H 1.20414 -3.49005 0.60212 0.151
H 2.35997 0.72252 0.20593 0.159
H 1.80827 -0.69912 -4.13241 0.128
H 2.61371 0.99037 -4.34598 0.142
C -4.59747 -2.00034 2.33804 -0.065
C -3.41852 -1.84874 3.28102 -0.208
O -3.61683 -0.73075 4.15972 0.005
C -4.40170 -0.95985 5.26091 -0.321
O -4.92479 -2.04226 5.51412 0.150
C -4.48765 0.29287 6.13118 -0.471
F -4.70389 1.42662 5.40369 0.136
F -3.33955 0.50764 6.83564 0.142
F -5.49264 0.23671 7.04978 0.146
H -4.77913 -1.06720 1.79612 0.060
H -4.41443 -2.79974 1.61459 0.086
H -5.51505 -2.23320 2.88703 0.084
H -2.51204 -1.64120 2.70298 0.120
H -3.23445 -2.76702 3.85037 0.128
C 4.18582 3.04583 3.91920 -0.052
C 4.62907 3.96247 2.79428 -0.211
O 3.58800 4.09776 1.81489 0.009
C 2.60448 5.00990 2.10097 -0.323
O 2.57823 5.68806 3.12506 0.159
C 1.59354 5.08823 0.95819 -0.466
F 1.22489 3.85903 0.49499 0.113
F 2.08708 5.76637 -0.11748 0.119
F 0.43882 5.72084 1.30949 0.147
H 3.85498 2.08141 3.52187 0.087
H 5.00346 2.87590 4.62524 0.066
H 3.33899 3.47214 4.46572 0.082
H 5.49128 3.52275 2.28227 0.119
H 4.94320 4.94282 3.17047 0.131
C 10.48582 1.04583 6.91920 -0.060
C 10.92907 1.96247 5.79428 -0.207
O 9.88800 2.09776 4.81489 0.012
C 8.90448 3.00990 5.10097 -0.319
O 8.87823 3.68806 6.12506 0.147
C 7.89354 3.08823 3.95819 -0.454
F 7.52489 1.85903 3.49499 0.146
F 8.38708 3.76637 2.88252 0.148
F 6.73882 3.72084 4.30949 0.100
H 10.15498 0.08141 6.52187 0.085
H 11.30346 0.87590 7.62524 0.087
H 9.63899 1.47214 7.46572 0.074
H 11.79128 1.52275 5.28227 0.128
H 11.24320 2.94282 6.17047 0.128
C 2.54005 1.98677 8.37962 -0.064
C 3.83496 2.44589 9.02348 -0.208
O 4.64890 1.31759 9.37813 0.015
C 5.40328 0.77601 8.36880 -0.320
O 5.40765 1.20013 7.21578 0.130
C 6.25447 -0.37933 8.89295 -0.471
F 5.55539 -1.22292 9.70599 0.143
F 7.31816 0.05874 9.62587 0.143
F 6.77117 -1.15536 7.89907 0.139
H 2.01678 1.27920 9.02997 0.085
H 1.88281 2.83812 8.18176 0.083
H 2.73065 1.46911 7.43450 0.073
H 3.61202 2.98090 9.95245 0.129
H 4.38556 3.13867 8.37681 0.125
C -13.95995 -3.30073 -4.29538 -0.063
C -12.66504 -2.84161 -3.65152 -0.213
O -11.85110 -3.96991 -3.29687 0.008
C -11.09672 -4.51149 -4.30620 -0.327
O -11.09235 -4.08737 -5.45922 0.140
C -10.24553 -5.66683 -3.78205 -0.472
F -10.94461 -6.51042 -2.96901 0.144
F -9.18184 -5.22876 -3.04913 0.134
F -9.72883 -6.44286 -4.77593 0.142
H -14.48322 -4.00830 -3.64503 0.086
H -14.61719 -2.44938 -4.49324 0.084
H -13.76935 -3.81839 -5.24050 0.079
H -12.88798 -2.30660 -2.72255 0.127
H -12.11444 -2.14883 -4.29819 0.124
C 3.19237 -3.06221 -8.05122 -0.075
C 4.70325 -3.12715 -8.17431 -0.208
O 5.23054 -4.18166 -7.35498 0.007
C 5.18452 -5.44334 -7.89086 -0.321
O 4.72438 -5.69791 -9.00119 0.148
C 5.82026 -6.45602 -6.93987 -0.471
F 5.42403 -6.28499 -5.64560 0.137
F 7.18153 -6.36972 -6.93419 0.146
F 5.52234 -7.74713 -7.25809 0.145
H 2.89555 -2.96751 -7.00223 0.067
H 2.79457 -2.21033 -8.60976 0.079
H 2.72533 -3.97536 -8.43279 0.083
H 5.14060 -2.19228 -7.80868 0.125
H 5.02008 -3.24504 -9.21689 0.129
```

Max |F| in eV Å⁻¹: 9.86
Total charge: +1
E_tot in eV: -138547.585
Multiplicity: 1